(1)
{
  "formula": "C25H43F3O3P2SZr",
  "method": "ωB97M-V/def2-TZVPD",
  "symbols": ["Zr", "S", "P", "P", "F", "F", "F", "O", "O", "O", "C", "C", "C", "C", "C", "C", "C", "C", "C", "C", "C", "C", "C", "C", "C", "C", "C", "C", "C", "C", "C", "C", "C", "C", "C", "H", "H", "H", "H", "H", "H", "H", "H", "H", "H", "H", "H", "H", "H", "H", "H", "H", "H", "H", "H", "H", "H", "H", "H", "H", "H", "H", "H", "H", "H", "H", "H", "H", "H", "H", "H", "H", "H", "H", "H", "H", "H", "H"],
  "positions_angstrom": [[-0.189, 0.008, -0.371], [-1.726, 3.105, 0.306], [1.698, 1.404, -1.636], [-1.632, 0.312, -2.463], [-2.434, 4.654, 2.358], [-0.776, 3.282, 2.767], [-2.834, 2.516, 2.667], [-1.126, 1.690, 0.322], [-3.033, 3.100, -0.297], [-0.723, 4.057, -0.105], [0.498, -0.644, 1.916], [1.144, 1.280, -5.794], [-0.761, -2.140, 0.655], [0.955, -0.044, -5.959], [-1.968, 3.413, 2.128], [0.856, 0.320, 2.990], [0.608, -2.237, 0.211], [2.410, 2.724, -0.615], [-1.161, -1.089, -7.063], [-1.908, -2.987, 0.221], [-1.136, 2.007, -6.823], [0.347, 2.354, -6.474], [-0.657, 1.637, -3.335], [-1.897, 1.053, -5.947], [2.860, -1.081, 0.909], [1.387, -1.297, 0.982], [3.031, 0.779, -2.696], [-2.017, -0.799, 2.524], [-0.825, -1.157, 1.708], [0.316, -0.638, -7.189], [-1.133, -1.302, -3.172], [1.129, -3.231, -0.765], [-3.358, 0.674, -2.771], [-1.959, -0.288, -6.081], [0.553, 2.378, -2.742], [-2.054, -3.829, 0.913], [0.382, -3.502, -1.521], [-0.360, 1.067, -4.222], [0.826, 2.659, -7.427], [0.386, 0.068, -8.030], [2.658, 0.010, -3.391], [-2.845, -2.413, 0.215], [2.954, 2.268, 0.226], [3.797, 0.327, -2.046], [-3.957, -0.212, -2.510], [-2.582, 1.540, -5.250], [-1.372, 2.401, -3.674], [2.013, -2.862, -1.295], [3.379, -1.630, 1.710], [3.281, -1.416, -0.046], [-1.678, 2.967, -6.743], [1.616, 3.378, -0.220], [-0.997, -1.226, -4.259], [-1.212, -2.155, -6.781], [3.494, 1.592, -3.273], [-3.544, 0.924, -3.825], [-0.198, -1.704, -2.738], [-1.188, 1.695, -7.877], [1.995, 1.651, -5.199], [0.900, -1.534, -7.456], [-1.611, -1.024, -8.072], [-1.764, -3.400, -0.785], [-2.189, 0.287, 2.538], [0.212, 3.251, -2.158], [-2.741, -0.856, -5.554], [1.405, -0.758, -5.263], [1.179, 2.748, -3.570], [-3.650, 1.521, -2.128], [1.904, 0.631, 2.927], [3.126, -0.020, 1.040], [0.699, -0.123, 3.984], [0.229, 1.223, 2.942], [-1.881, -1.120, 3.565], [0.377, 3.252, -5.830], [-1.943, -2.018, -2.964], [1.418, -4.161, -0.260], [-2.923, -1.280, 2.138], [3.109, 3.311, -1.224]],
  "orbital_gap_ev": 6.3249,
  "homo_ev": -14.13,
  "charge": 2,
  "de_lowest_kj_mol": 0.0
}

(2)
{
  "formula": "C25H43F3P2Pt",
  "method": "ωB97M-V/def2-TZVPD",
  "symbols": ["Pt", "P", "P", "F", "F", "F", "C", "C", "C", "C", "C", "C", "C", "C", "C", "C", "C", "C", "C", "C", "C", "C", "C", "C", "C", "C", "C", "C", "C", "C", "C", "H", "H", "H", "H", "H", "H", "H", "H", "H", "H", "H", "H", "H", "H", "H", "H", "H", "H", "H", "H", "H", "H", "H", "H", "H", "H", "H", "H", "H", "H", "H", "H", "H", "H", "H", "H", "H", "H", "H", "H", "H", "H", "H"],
  "positions_angstrom": [[0.222, 0.412, 0.148], [1.229, -1.278, 1.358], [1.723, 0.925, -1.372], [0.579, 2.922, 1.843], [2.371, 1.755, 2.004], [0.661, 1.134, 3.069], [2.970, -0.774, 0.820], [-3.595, 1.754, 0.021], [3.147, 0.380, -0.168], [1.609, 2.787, -0.929], [-2.888, -1.334, 2.010], [-3.066, 0.670, 0.885], [3.205, -1.221, -2.511], [1.003, 1.608, 1.822], [0.724, -0.905, -2.333], [-1.694, -0.492, 4.132], [0.342, -2.730, 0.712], [3.487, 0.079, -3.267], [-0.674, 1.180, -1.656], [-3.446, -0.693, 0.862], [0.639, -0.739, -3.814], [1.920, -1.291, -1.726], [-2.247, 0.880, 2.046], [1.395, -1.646, 3.101], [-2.164, -0.374, 2.747], [1.380, 1.604, -3.285], [-4.486, -1.247, -0.019], [0.714, 0.748, -4.270], [-3.266, -2.659, 2.521], [2.722, 1.282, -2.748], [-2.051, 2.211, 2.643], [1.169, 0.794, -5.271], [3.322, -0.041, -4.340], [-1.402, 1.168, -0.858], [3.441, -0.520, 1.780], [-2.998, 2.672, 0.136], [-2.485, -0.123, 4.803], [0.010, -2.606, -0.330], [3.386, 2.110, -2.413], [-2.997, 2.475, 3.132], [-1.812, 2.968, 1.901], [1.097, 2.663, -3.349], [1.387, -1.320, -4.356], [-0.307, 1.117, -4.429], [3.387, -1.721, 0.461], [1.826, 2.870, 0.138], [4.039, 0.206, -0.777], [4.059, -1.460, -1.844], [-4.618, 1.991, 0.332], [-0.507, 2.201, -2.035], [-4.416, -0.795, -1.025], [2.091, -2.491, 3.204], [-5.502, -1.039, 0.368], [4.532, 0.360, -3.116], [-0.808, 0.115, 4.324], [3.347, 1.311, 0.362], [0.602, 3.173, -1.172], [1.880, -2.116, -0.996], [-4.376, -2.338, -0.105], [-0.573, -2.858, 1.301], [-3.479, -3.339, 1.700], [3.186, -2.022, -3.276], [-0.322, -1.140, -4.133], [2.337, 3.313, -1.537], [1.791, -0.803, 3.659], [-1.269, 2.216, 3.395], [0.439, -1.942, 3.528], [-2.471, -3.076, 3.147], [-1.467, -1.523, 4.406], [-0.196, -1.166, -1.800], [-4.167, -2.586, 3.143], [0.961, -3.624, 0.799], [-0.969, 0.493, -2.457], [-3.616, 1.483, -1.042]],
  "orbital_gap_ev": [6.8439, 5.5461],
  "homo_ev": [-12.71, -13.87],
  "charge": 2,
  "multiplicity": 5,
  "de_lowest_kj_mol": 483.9
}

(3)
{
  "formula": "C25H43NO3P3Re",
  "method": "ωB97M-V/def2-TZVPD",
  "symbols": ["Re", "P", "P", "P", "O", "O", "O", "N", "C", "C", "C", "C", "C", "C", "C", "C", "C", "C", "C", "C", "C", "C", "C", "C", "C", "C", "C", "C", "C", "C", "C", "C", "C", "H", "H", "H", "H", "H", "H", "H", "H", "H", "H", "H", "H", "H", "H", "H", "H", "H", "H", "H", "H", "H", "H", "H", "H", "H", "H", "H", "H", "H", "H", "H", "H", "H", "H", "H", "H", "H", "H", "H", "H", "H", "H", "H"],
  "positions_angstrom": [[0.034, -0.551, -0.880], [-1.212, -2.470, -0.306], [-1.568, 0.473, 0.570], [-0.546, -0.293, -3.326], [0.783, -1.195, -2.981], [-0.917, -0.487, -4.817], [0.040, 1.191, -3.211], [2.627, 2.840, -0.041], [-1.235, 0.426, 2.350], [1.923, 2.953, 1.214], [2.760, 0.418, -0.172], [-2.034, -1.315, -5.362], [-5.450, -0.766, 0.146], [-4.343, 0.032, 0.402], [-1.201, -3.776, -1.553], [0.063, 2.213, -4.289], [-0.873, -3.342, 1.248], [-5.285, -2.079, -0.274], [2.994, -2.191, -3.130], [4.415, -0.906, 0.972], [4.050, 0.257, 0.311], [0.493, 3.519, -3.681], [-1.936, 2.201, 0.184], [2.195, -1.783, 0.721], [1.782, -0.601, 0.041], [3.718, 3.758, -0.284], [-3.053, -0.411, -5.991], [2.104, -1.101, -3.654], [-4.011, -2.607, -0.439], [3.481, -1.926, 1.184], [-2.896, -1.817, -0.179], [-3.063, -0.489, 0.245], [2.405, 1.706, -0.893], [1.490, -2.580, 0.902], [1.901, -1.204, -4.719], [5.433, -1.029, 1.319], [-6.151, -2.696, -0.472], [-2.746, 2.574, 0.811], [-0.611, -2.663, 2.057], [-1.579, -3.400, -2.503], [-1.782, -3.883, 1.519], [1.466, 3.943, 1.294], [2.604, 2.832, 2.063], [2.492, -0.101, -3.455], [-2.217, 2.301, -0.864], [4.621, 3.456, 0.261], [3.775, -2.823, 1.714], [-1.051, 2.810, 0.376], [1.522, 3.476, -3.321], [-0.939, 2.266, -4.708], [-0.074, -4.070, 1.108], [-1.808, -4.623, -1.230], [-3.523, 0.241, -5.253], [-3.833, -1.025, -6.442], [3.960, -2.127, -3.631], [-1.550, -1.974, -6.077], [3.946, 3.799, -1.348], [-0.169, 3.811, -2.865], [-1.247, -0.601, 2.709], [0.442, 4.296, -4.443], [-0.265, 0.868, 2.574], [1.348, 1.694, -1.212], [0.754, 1.861, -5.053], [2.575, -3.175, -3.339], [3.006, 1.829, -1.795], [3.162, -2.088, -2.057], [-0.175, -4.122, -1.689], [-4.493, 1.054, 0.726], [-2.015, 0.987, 2.868], [1.155, 2.183, 1.273], [3.440, 4.751, 0.070], [-6.445, -0.361, 0.275], [-2.605, 0.193, -6.778], [-3.903, -3.634, -0.764], [-2.440, -1.907, -4.540], [4.789, 1.034, 0.154]],
  "orbital_gap_ev": [6.1750, 5.1357],
  "homo_ev": [-16.48, -16.49],
  "charge": 3,
  "multiplicity": 2,
  "de_lowest_kj_mol": 133.8
}